A:
Formula: C4H6N4O4
Source: OMol25
Level of theory: ωB97M-V with the def2-TZVPD basis set

Atoms and positions in Å:
C: -0.58 0.80 -0.16
C: 0.69 1.37 -0.23
C: 2.82 -0.37 -0.16
C: -2.17 -0.96 -0.16
N: -0.86 -0.43 -0.22
N: 3.84 0.28 -0.23
N: 1.09 2.59 -0.22
N: 2.15 -1.56 0.00
O: 0.38 3.59 -0.20
O: 2.46 2.83 -0.26
O: 1.91 -2.19 -1.02
O: 1.84 -1.84 1.15
H: -1.36 1.57 -0.03
H: -2.26 -1.55 0.75
H: -2.28 -1.65 -1.00
H: -2.96 -0.20 -0.20
H: 2.96 1.99 -0.31
H: 4.78 -0.09 -0.17

Net charge: 0
HOMO (spin up / spin down), Ha: -0.3338 / -0.3283
HOMO-LUMO gap (spin up / spin down), eV: 6.8795 / 7.1612

Results of the Löwdin charge analysis, in e, for atoms 1 through 8:
1 C -0.18
2 C 0.09
3 C -0.05
4 C -0.13
5 N -0.02
6 N 0.19
7 N -0.35
8 N -0.42



B:
Formula: C4H6N4O4
Source: OMol25
Level of theory: ωB97M-V with the def2-TZVPD basis set

Atoms and positions in Å:
C: -1.90 -1.00 -0.29
C: -2.46 0.04 0.63
C: 0.95 0.51 1.21
C: 1.65 0.03 0.16
N: -0.83 -1.45 -0.56
N: 0.15 -1.98 -1.09
N: -2.12 1.28 0.20
N: 1.54 0.72 -1.07
O: -3.17 -0.23 1.57
O: 0.62 1.50 -1.09
O: 2.26 0.43 -1.99
O: 2.70 -0.75 0.21
H: 0.69 -0.10 2.04
H: 0.29 1.36 1.11
H: 0.60 -2.73 -0.48
H: -1.51 1.44 -0.64
H: -2.44 2.06 0.82
H: 2.97 -1.14 -0.72

Net charge: 0
HOMO, Ha: -0.3463
HOMO-LUMO gap, eV: 8.4353

Results of the Löwdin charge analysis, in e, for atoms 1 through 8:
1 C 0.11
2 C -0.57
3 C 0.13
4 C -0.43
5 N -0.11
6 N 0.08
7 N 0.14
8 N -0.36



C:
Formula: C4H6N4O4
Source: OMol25
Level of theory: ωB97M-V with the def2-TZVPD basis set

Atoms and positions in Å:
N: 1.39 1.20 1.88
C: 0.48 0.26 1.70
O: -0.54 0.13 2.31
C: 0.64 -0.49 0.29
N: 0.14 -1.85 0.58
N: -0.98 -2.03 0.22
C: -1.57 -0.85 -0.34
C: -0.44 0.18 -0.69
O: -0.60 1.52 -0.64
N: 0.09 -0.22 -2.10
O: -0.02 -1.37 -2.41
O: 0.57 0.71 -2.74
H: 2.42 0.99 1.63
H: 1.26 1.80 2.70
H: 1.78 -0.52 0.05
H: -2.20 -0.36 0.35
H: -2.20 -1.07 -1.33
H: -0.22 1.99 -1.44

SMILES string: NC(=O)[C@H]1N=NC[C@]1(O)[N+](=O)[O-]
Net charge: 0
HOMO, Ha: -0.3456
HOMO-LUMO gap, eV: 9.1938

Results of the Löwdin charge analysis, in e, for atoms 1 through 8:
1 N 0.16
2 C -0.54
3 O 0.10
4 C -0.13
5 N 0.04
6 N 0.04
7 C -0.11
8 C -0.36



Which is the most stable structure? C is the most stable.



A:
Formula: C2H6N3O3
Source: OMol25
Level of theory: ωB97M-V with the def2-TZVPD basis set

Atoms and positions in Å:
C: -0.24 0.89 0.06
C: 0.69 -0.19 -0.61
N: 1.70 -0.60 0.24
N: 2.85 0.00 0.02
O: 2.90 0.99 -0.75
O: 3.80 -0.50 0.66
O: -0.11 -1.30 -1.07
N: -0.64 -2.09 0.03
H: -0.37 0.69 1.17
H: -1.21 0.89 -0.35
H: 0.32 1.75 -0.16
H: 1.05 0.14 -1.55
H: -1.62 -2.11 0.01
H: -0.32 -1.59 0.89

SMILES string: C[C@@H](N=[N+]([O-])[O-])ON
Net charge: -1
HOMO, Ha: -0.1499
HOMO-LUMO gap, eV: 8.1386

Results of the Löwdin charge analysis, in e, for atoms 1 through 8:
1 C -0.04
2 C -0.48
3 N 0.05
4 N -0.52
5 O -0.09
6 O -0.10
7 O -0.20
8 N 0.02



B:
Formula: C2H6N3O3
Source: OMol25
Level of theory: ωB97M-V with the def2-TZVPD basis set

Atoms and positions in Å:
N: 2.92 -1.16 0.00
C: 1.58 -0.67 -0.21
O: 0.91 -0.29 0.81
O: 1.13 -0.68 -1.38
H: 3.51 -0.90 -0.78
H: 3.31 -0.74 0.87
N: -1.31 0.51 -1.04
C: -2.16 0.71 0.04
N: -1.63 0.21 1.27
O: -3.24 1.34 -0.01
H: -1.70 1.00 -1.85
H: -0.35 0.09 -1.11
H: -0.69 0.00 1.40
H: -2.27 0.57 1.98

Net charge: -1
HOMO, Ha: -0.1905
HOMO-LUMO gap, eV: 9.2497

Results of the Löwdin charge analysis, in e, for atoms 1 through 8:
1 N 0.08
2 C -0.77
3 O -0.10
4 O -0.08
5 H 0.05
6 H 0.08
7 N 0.13
8 C -0.63



Which is the most stable structure? B is the most stable.



A:
Formula: C3H4ClN
Source: OMol25
Level of theory: ωB97M-V with the def2-TZVPD basis set

Atoms and positions in Å:
C: 0.52 -0.96 -0.01
C: -0.39 0.16 0.23
Cl: -2.15 0.14 -0.47
C: 0.08 1.41 -0.27
N: 0.48 2.48 -0.47
H: 1.55 -0.57 -0.16
H: 0.44 -1.51 0.82
H: 0.29 -1.45 -0.97
H: -0.82 0.30 1.29

SMILES string: C[C@H](Cl)C#N
Net charge: 0
HOMO, Ha: -0.4144
HOMO-LUMO gap, eV: 11.7722

Results of the Löwdin charge analysis, in e, for atoms 1 through 8:
1 C -0.09
2 C -0.66
3 Cl 0.53
4 C -0.32
5 N 0.17
6 H 0.11
7 H 0.04
8 H 0.11



B:
Formula: C3H4ClN
Source: OMol25
Level of theory: ωB97M-V with the def2-TZVPD basis set

Atoms and positions in Å:
C: -1.87 0.43 -0.05
C: -0.77 0.11 0.30
C: 0.62 -0.29 0.63
N: 1.69 0.72 0.40
Cl: 3.11 0.07 -0.26
H: -2.87 0.76 -0.41
H: 0.76 -1.12 -0.13
H: 0.54 -0.75 1.60
H: 1.16 1.26 -0.24

SMILES string: C#CCNCl
Net charge: 0
HOMO, Ha: -0.3538
HOMO-LUMO gap, eV: 10.4926

Results of the Löwdin charge analysis, in e, for atoms 1 through 8:
1 C 0.09
2 C -0.15
3 C -0.31
4 N -0.51
5 Cl 0.58
6 H 0.05
7 H 0.11
8 H 0.10



Which is the most stable structure? A is the most stable.



A:
Formula: C6H9F
Source: OMol25
Level of theory: ωB97M-V with the def2-TZVPD basis set

Atoms and positions in Å:
C: -0.20 1.00 0.21
C: -2.44 0.25 -0.78
C: -1.62 0.31 0.24
C: 1.09 0.18 -0.12
C: 2.44 0.80 -0.28
C: 1.10 -1.23 0.56
F: 3.33 -0.08 0.08
H: -0.23 1.78 -0.65
H: -0.03 1.57 1.22
H: -2.05 0.64 -1.74
H: -3.48 -0.23 -0.82
H: -1.73 -0.38 1.04
H: 0.91 -0.01 -1.29
H: 1.79 -1.96 0.18
H: -0.08 -1.56 0.49
H: 1.19 -1.08 1.65

Net charge: 0
HOMO, Ha: -0.3288
HOMO-LUMO gap, eV: 9.2315

Results of the Löwdin charge analysis, in e, for atoms 1 through 8:
1 C -0.18
2 C -0.02
3 C -0.21
4 C -0.42
5 C -0.01
6 C -0.08
7 F 0.01
8 H 0.13



B:
Formula: C6H9F
Source: OMol25
Level of theory: ωB97M-V with the def2-TZVPD basis set

Atoms and positions in Å:
C: -2.38 -0.89 -0.08
C: 0.95 2.34 -1.35
C: -1.06 -0.64 -0.28
C: 0.71 1.09 -0.98
C: 1.64 -1.73 1.85
C: -0.56 0.68 -0.44
F: -1.51 1.69 -0.39
H: -2.76 -1.80 0.26
H: -3.05 -0.06 0.15
H: 1.92 2.75 -1.60
H: 0.16 2.98 -1.47
H: -0.48 -1.53 -0.36
H: 1.52 0.36 -0.94
H: 0.83 -1.97 2.41
H: 2.15 -2.54 1.36
H: 1.92 -0.75 1.85

Net charge: 0
HOMO (spin up / spin down), Ha: -0.3305 / -0.2763
HOMO-LUMO gap (spin up / spin down), eV: 8.3525 / 7.4604

Results of the Löwdin charge analysis, in e, for atoms 1 through 8:
1 C 0.03
2 C 0.04
3 C -0.13
4 C -0.13
5 C 0.11
6 C -0.24
7 F 0.02
8 H 0.03



Which is the most stable structure? B is the most stable.



A:
Formula: C6H5N3O
Source: OMol25
Level of theory: ωB97M-V with the def2-TZVPD basis set

Atoms and positions in Å:
C: -1.18 0.84 -0.05
C: 0.88 -0.05 -0.05
C: 2.17 -0.04 0.01
C: 3.01 -1.14 0.00
C: -1.26 -0.63 0.04
C: -2.40 -1.44 -0.05
H: -3.29 1.60 0.27
H: -2.00 2.57 0.27
H: 2.49 1.31 0.29
H: 4.18 -0.90 -0.27
H: 2.61 -2.00 -0.11
N: -2.04 1.75 -0.16
N: 0.15 -1.07 -0.10
N: -3.44 -1.95 -0.02
O: 0.13 1.16 -0.07

Net charge: 0
HOMO, Ha: -0.2955
HOMO-LUMO gap, eV: 7.8325

Results of the Löwdin charge analysis, in e, for atoms 1 through 8:
1 C -0.36
2 C -0.49
3 C -0.13
4 C 0.07
5 C -0.14
6 C -0.21
7 H 0.31
8 H 0.03



B:
Formula: C6H5N3O
Source: OMol25
Level of theory: ωB97M-V with the def2-TZVPD basis set

Atoms and positions in Å:
O: 0.67 -1.32 -2.18
C: 0.38 -0.50 -1.31
N: -0.61 0.46 -1.94
C: -1.23 1.22 -1.22
N: -1.12 1.32 0.05
C: -0.32 0.45 0.77
N: -0.28 0.19 2.18
C: 0.94 -0.58 2.26
C: 1.30 -1.04 1.05
C: 0.52 -0.33 0.03
H: -1.93 1.96 -1.66
H: -1.66 1.82 0.61
H: -0.84 0.37 2.92
H: 1.32 -1.15 3.20
H: 2.20 -1.56 0.85

SMILES string: O=c1nc[nH]c2[nH]ccc12
Net charge: 0
HOMO, Ha: -0.3154
HOMO-LUMO gap, eV: 8.8865

Results of the Löwdin charge analysis, in e, for atoms 1 through 8:
1 O 0.06
2 C -0.39
3 N 0.16
4 C -0.30
5 N 0.13
6 C -0.15
7 N 0.14
8 C -0.11



Which is the most stable structure? B is the most stable.



A:
Formula: C4H11N3O2
Source: OMol25
Level of theory: ωB97M-V with the def2-TZVPD basis set

Atoms and positions in Å:
C: 2.16 1.64 -1.16
N: 2.33 0.49 -0.29
C: 1.46 -0.44 -0.21
N: 1.64 -1.39 0.76
N: 0.43 -0.64 -1.12
H: 3.13 1.85 -1.59
H: 1.83 2.53 -0.61
H: 1.34 1.56 -1.89
H: 0.90 -1.81 1.31
H: 2.54 -1.50 1.17
H: 0.24 0.18 -1.66
H: -0.12 -1.47 -1.17
C: -2.36 0.80 0.78
C: -1.93 -0.60 0.91
O: -1.02 -0.89 1.66
O: -2.72 -1.51 0.35
H: -1.48 1.45 0.80
H: -3.07 1.08 1.56
H: -2.73 1.07 -0.22
H: -2.60 -2.40 0.62

SMILES string: CN=C(N)N.CC(=O)O
Net charge: 0
HOMO, Ha: -0.2915
HOMO-LUMO gap, eV: 8.4029

Results of the Löwdin charge analysis, in e, for atoms 1 through 8:
1 C -0.15
2 N -0.01
3 C -0.56
4 N 0.11
5 N 0.14
6 H 0.07
7 H 0.07
8 H 0.05



B:
Formula: C4H11N3O2
Source: OMol25
Level of theory: ωB97M-V with the def2-TZVPD basis set

Atoms and positions in Å:
H: -0.79 -3.02 1.36
N: -1.20 -2.11 1.13
C: -1.50 -1.53 0.02
N: -1.73 -0.08 0.18
N: -1.73 -2.02 -1.27
C: -0.69 -2.99 -1.70
H: -0.85 0.37 0.72
H: -2.62 0.02 0.81
H: -2.40 -1.64 -1.91
H: 0.20 -2.80 -0.90
H: -0.18 -2.63 -2.59
H: -1.08 -4.03 -1.72
C: 1.06 2.86 1.38
C: 2.03 3.05 0.26
O: 1.97 3.94 -0.61
O: 3.18 2.32 0.30
H: 0.90 3.68 2.09
H: 1.67 2.05 2.07
H: 0.07 2.44 1.06
H: 3.69 2.11 -0.68

SMILES string: [H]/N=C(/N)NC.CC(=O)O
Net charge: 0
HOMO, Ha: -0.3198
HOMO-LUMO gap, eV: 9.1534

Results of the Löwdin charge analysis, in e, for atoms 1 through 8:
1 H 0.05
2 N 0.10
3 C -0.57
4 N 0.00
5 N -0.04
6 C -0.10
7 H 0.10
8 H 0.10



C:
Formula: C4H11N3O2
Source: OMol25
Level of theory: ωB97M-V with the def2-TZVPD basis set

Atoms and positions in Å:
C: 2.45 0.69 0.37
C: 1.25 -0.10 -0.12
N: 1.59 -1.46 -0.35
O: 0.73 0.49 -1.26
N: 0.19 -0.17 1.11
C: -1.13 -0.41 0.67
O: -2.23 0.20 1.32
C: -1.93 0.62 0.00
N: -2.76 0.31 -1.11
H: 3.27 0.56 -0.33
H: 2.76 0.34 1.35
H: 2.19 1.74 0.42
H: 1.89 -1.85 0.55
H: 0.79 -2.02 -0.63
H: 0.28 -0.17 -1.80
H: 0.20 0.67 1.69
H: -1.32 -1.45 0.38
H: -1.52 1.63 -0.06
H: -3.51 0.99 -1.21
H: -3.19 -0.60 -1.00

SMILES string: C[C@](N)(O)N[C@H]1O[C@@H]1N
Net charge: 0
HOMO, Ha: -0.3210
HOMO-LUMO gap, eV: 9.6209

Results of the Löwdin charge analysis, in e, for atoms 1 through 8:
1 C -0.01
2 C -0.64
3 N 0.09
4 O 0.02
5 N 0.07
6 C -0.36
7 O 0.02
8 C -0.37



D:
Formula: C4H11N3O2
Source: OMol25
Level of theory: ωB97M-V with the def2-TZVPD basis set

Atoms and positions in Å:
H: -2.26 1.90 0.27
N: -2.11 1.94 1.28
C: -1.42 0.97 1.70
N: -1.02 0.97 3.06
N: -0.95 -0.07 0.93
C: -0.05 -1.04 1.55
H: -1.86 1.07 3.60
H: -0.41 1.72 3.34
H: -0.77 0.11 -0.04
H: -0.51 -1.36 2.48
H: 0.88 -0.59 1.91
H: 0.06 -1.98 1.00
C: 2.13 -0.83 -2.23
C: 0.73 -0.54 -2.73
O: -0.17 -1.32 -2.57
O: 0.65 0.63 -3.38
H: 2.69 -0.54 -3.09
H: 2.16 -1.85 -1.88
H: 2.52 0.00 -1.65
H: -0.29 0.80 -3.56

SMILES string: [H]/N=C(/N)NC.CC(=O)O
Net charge: 0
HOMO, Ha: -0.3237
HOMO-LUMO gap, eV: 9.2666

Results of the Löwdin charge analysis, in e, for atoms 1 through 8:
1 H 0.03
2 N 0.11
3 C -0.58
4 N 0.08
5 N -0.01
6 C -0.11
7 H 0.08
8 H 0.09



Which is the most stable structure? A is the most stable.